{"formula": "C44H66F9N7O4PS2", "method": "the ωB97M-V functional and the def2-TZVPD basis", "total_charge": 1, "e_homo_ev": -10.20, "e_tot_ha": -4435.83577, "lumo_energy_ha": -0.1695, "spin_multiplicity": 1, "elements": ["C", "C", "O", "C", "C", "P", "N", "O", "O", "C", "C", "O", "C", "C", "C", "C", "C", "C", "C", "C", "C", "C", "C", "N", "C", "C", "C", "S", "C", "C", "C", "C", "F", "F", "C", "F", "F", "C", "F", "F", "C", "F", "F", "F", "N", "C", "S", "H", "H", "H", "H", "H", "H", "H", "H", "H", "H", "H", "H", "H", "H", "H", "H", "H", "H", "H", "H", "H", "H", "H", "H", "H", "H", "H", "H", "H", "H", "H", "H", "H", "H", "H", "H", "H", "H", "C", "C", "C", "C", "N", "H", "H", "H", "H", "H", "H", "H", "C", "C", "C", "C", "N", "H", "H", "H", "H", "H", "H", "H", "C", "C", "C", "C", "N", "H", "H", "H", "H", "H", "H", "H", "C", "C", "C", "C", "N", "H", "H", "H", "H", "H", "H", "H"], "positions_angstrom": [[-3.83, -3.15, -3.32], [-3.68, -1.54, -3.65], [-3.38, -0.70, -2.48], [-2.06, -1.01, -1.90], [-1.18, 0.36, -1.51], [-2.18, 1.96, -2.02], [-3.49, 2.01, -1.05], [-2.60, 1.95, -3.74], [-1.31, 3.44, -1.75], [0.25, 0.53, -2.27], [0.40, 0.49, -3.89], [-0.65, -0.18, -4.65], [-0.13, -1.40, -5.35], [0.75, -2.59, -4.58], [1.35, -3.93, -5.30], [2.26, -5.10, -4.55], [1.10, -4.18, -6.93], [0.22, -3.02, -7.70], [-0.41, -1.66, -6.97], [-1.28, -0.67, -7.93], [-1.11, 0.93, -7.63], [-2.86, -1.20, -7.85], [1.08, -0.57, -1.33], [0.51, -0.63, -0.05], [1.29, -1.56, 0.83], [2.89, -1.19, 0.99], [3.73, -2.22, 1.97], [2.73, -3.67, 2.62], [-0.65, 0.30, 0.08], [0.04, 1.65, 0.72], [-0.91, 2.49, 1.76], [-0.87, 1.95, 3.33], [-2.27, 1.46, 3.61], [0.01, 0.77, 3.54], [-0.62, 3.19, 4.37], [-1.42, 4.43, 4.02], [0.82, 3.63, 4.21], [-0.96, 2.87, 5.94], [-2.44, 2.80, 6.22], [-0.50, 4.09, 6.71], [-0.15, 1.60, 6.59], [-0.94, 0.36, 6.30], [1.27, 1.50, 6.19], [-0.16, 1.75, 8.09], [-1.87, 0.07, 0.89], [-1.88, -1.02, 1.68], [-1.95, -2.61, 2.37], [-2.77, -3.52, -2.94], [-4.68, -3.38, -2.55], [-4.05, -3.71, -4.35], [-2.96, -1.40, -4.56], [-4.76, -1.20, -4.04], [-2.25, -1.72, -0.99], [-1.48, -1.68, -2.70], [-3.50, 2.88, -0.47], [-1.97, 2.63, -4.16], [-1.99, 4.15, -1.48], [0.83, 1.54, -2.01], [1.49, 0.06, -4.14], [0.43, 1.62, -4.27], [0.96, -2.45, -3.43], [2.50, -5.97, -5.33], [1.73, -5.59, -3.62], [3.31, -4.71, -4.18], [1.53, -5.14, -7.45], [0.04, -3.17, -8.86], [-0.89, -0.85, -9.05], [-1.83, 1.18, -6.72], [-0.02, 1.21, -7.27], [-1.46, 1.63, -8.52], [-2.90, -2.17, -8.55], [-3.12, -1.59, -6.76], [-3.63, -0.41, -8.23], [2.00, -1.15, -1.76], [1.25, -2.64, 0.33], [0.84, -1.60, 1.91], [3.48, -1.17, -0.04], [2.99, -0.09, 1.44], [4.63, -2.68, 1.35], [4.17, -1.61, 2.89], [3.00, -3.86, 4.00], [1.04, 1.27, 1.26], [0.42, 2.43, -0.08], [-2.03, 2.66, 1.36], [-0.45, 3.59, 1.81], [0.73, 9.60, 3.90], [-0.10, 8.59, 4.67], [0.31, 7.14, 4.39], [0.00, 6.74, 3.01], [-0.23, 6.42, 1.92], [0.58, 9.50, 2.82], [0.44, 10.62, 4.18], [1.80, 9.48, 4.10], [-1.16, 8.74, 4.45], [0.03, 8.78, 5.74], [-0.24, 6.48, 5.08], [1.37, 7.00, 4.59], [-3.58, -1.12, 6.31], [-4.41, -2.13, 7.09], [-4.01, -3.58, 6.80], [-4.31, -3.98, 5.42], [-4.54, -4.30, 4.33], [-3.74, -1.21, 5.23], [-3.87, -0.10, 6.60], [-2.51, -1.24, 6.52], [-5.47, -1.98, 6.86], [-4.28, -1.94, 8.16], [-4.55, -4.24, 7.49], [-2.94, -3.72, 7.01], [4.72, -6.63, -9.29], [4.10, -6.88, -10.66], [3.80, -5.59, -11.42], [2.74, -4.79, -10.78], [1.91, -4.16, -10.27], [4.04, -6.10, -8.63], [4.97, -7.59, -8.82], [5.64, -6.05, -9.38], [3.18, -7.47, -10.54], [4.79, -7.48, -11.25], [3.47, -5.85, -12.44], [4.71, -4.99, -11.52], [2.04, 4.35, 10.41], [2.62, 3.12, 9.72], [3.09, 2.05, 10.71], [4.24, 2.48, 11.51], [5.14, 2.83, 12.15], [2.79, 4.86, 11.01], [1.67, 5.06, 9.66], [1.20, 4.07, 11.06], [3.46, 3.43, 9.08], [1.86, 2.69, 9.07], [3.37, 1.15, 10.14], [2.26, 1.76, 11.36]], "mulliken_charge": [-0.881, 0.226, -0.454, -0.230, 0.836, 0.607, -0.807, -0.474, -0.542, -0.275, -1.288, 0.302, 0.500, -0.116, 0.321, -0.877, -0.721, -0.840, 0.093, 0.080, -0.844, -0.729, -0.369, 0.597, -0.935, -0.144, -0.554, -0.268, 1.222, -0.722, -0.495, 1.070, -0.321, -0.331, 0.545, -0.281, -0.300, 0.360, -0.244, -0.286, 0.677, -0.182, -0.221, -0.264, -0.301, 0.152, -0.059, 0.186, 0.271, 0.352, -0.288, 0.365, 0.192, -0.135, 0.234, 0.335, 0.332, 0.379, 0.441, 0.303, -0.009, 0.290, 0.268, 0.254, 0.177, 0.282, 0.411, 0.047, 0.223, 0.354, 0.309, 0.053, 0.324, 0.397, 0.364, 0.317, 0.243, 0.212, 0.308, 0.347, 0.182, -0.079, 0.300, 0.108, 0.074, -1.169, -0.584, 0.015, 0.288, -0.508, 0.338, 0.344, 0.301, 0.315, 0.356, -0.033, 0.350, -0.847, -0.590, -0.425, 0.247, -0.436, 0.285, 0.314, 0.234, 0.340, 0.336, 0.310, 0.279, -0.934, -0.425, -0.480, 0.266, -0.398, 0.161, 0.326, 0.308, 0.292, 0.306, 0.282, 0.282, -1.219, 0.080, -0.394, 0.146, -0.414, 0.396, 0.305, 0.326, 0.303, -0.144, 0.297, 0.313]}

=====

{"formula": "C44H66N9O5", "method": "the ωB97M-V functional and the def2-TZVPD basis", "total_charge": 7, "e_above_lowest_kj_mol": 110.4, "e_homo_ev": -23.51, "e_tot_ha": -2582.24467, "lumo_energy_ha": -0.5580, "spin_multiplicity": 1, "elements": ["N", "O", "O", "O", "C", "C", "C", "O", "C", "N", "H", "H", "H", "H", "H", "H", "H", "H", "H", "H", "H", "H", "C", "C", "C", "O", "C", "N", "H", "H", "H", "H", "H", "H", "H", "H", "H", "H", "H", "H", "C", "N", "C", "C", "C", "C", "C", "C", "C", "C", "N", "C", "C", "C", "H", "H", "H", "H", "H", "H", "H", "H", "H", "H", "H", "H", "H", "H", "C", "N", "C", "C", "C", "C", "C", "C", "C", "C", "N", "C", "C", "C", "H", "H", "H", "H", "H", "H", "H", "H", "H", "H", "H", "H", "H", "H", "C", "N", "C", "C", "C", "C", "C", "C", "C", "C", "N", "C", "C", "C", "H", "H", "H", "H", "H", "H", "H", "H", "H", "H", "H", "H", "H", "H"], "positions_angstrom": [[1.77, 0.03, 0.07], [1.63, 0.30, 1.28], [0.82, 0.26, -0.74], [2.83, -0.46, -0.38], [-2.87, 0.35, 0.54], [-2.76, 1.81, 0.16], [-3.07, 2.75, 1.30], [-2.34, 2.45, 2.43], [-2.44, 3.48, 3.41], [-1.37, 2.05, -0.46], [-1.21, 3.06, -0.52], [-0.56, 1.60, 0.01], [-1.37, 1.69, -1.41], [-2.14, 0.14, 1.32], [-2.77, -0.38, -0.26], [-3.82, 0.24, 1.05], [-3.41, 2.08, -0.67], [-4.15, 2.62, 1.42], [-2.95, 3.79, 0.93], [-2.02, 3.15, 4.36], [-3.48, 3.70, 3.68], [-1.95, 4.40, 3.09], [4.14, 2.88, 1.81], [5.10, 1.90, 2.49], [5.27, 2.05, 3.99], [4.05, 1.60, 4.57], [4.19, 1.30, 5.97], [4.74, 0.47, 2.19], [5.34, -0.16, 2.73], [3.77, 0.30, 2.45], [4.82, 0.25, 1.20], [4.35, 3.86, 2.23], [3.12, 2.59, 2.05], [4.39, 2.89, 0.75], [6.08, 2.07, 2.05], [5.50, 3.09, 4.24], [6.11, 1.45, 4.35], [5.04, 0.65, 6.16], [3.30, 0.74, 6.24], [4.28, 2.17, 6.62], [-3.83, 3.79, -7.36], [-2.55, 3.48, -6.67], [-2.01, 4.40, -5.86], [-0.89, 4.10, -5.13], [-0.30, 2.84, -5.22], [-0.92, 1.88, -6.02], [-2.08, 2.22, -6.68], [1.04, 2.60, -4.60], [1.33, 1.51, -3.74], [2.60, 1.45, -3.19], [3.55, 2.37, -3.46], [3.26, 3.43, -4.24], [2.05, 3.51, -4.86], [4.82, 2.34, -2.71], [-4.69, 3.66, -6.72], [-3.96, 3.27, -8.30], [-3.74, 4.84, -7.66], [-2.53, 5.35, -5.83], [-0.51, 4.88, -4.48], [-0.47, 0.91, -6.11], [-2.62, 1.47, -7.24], [0.61, 0.79, -3.38], [2.96, 0.65, -2.55], [4.01, 4.20, -4.37], [1.83, 4.41, -5.42], [5.01, 1.38, -2.24], [4.81, 3.14, -1.97], [5.61, 2.52, -3.44], [-5.69, -5.86, -6.24], [-4.39, -5.54, -5.58], [-4.37, -5.22, -4.29], [-3.21, -4.81, -3.66], [-2.03, -4.71, -4.40], [-2.10, -5.06, -5.75], [-3.29, -5.46, -6.34], [-0.71, -4.36, -3.79], [-0.55, -3.45, -2.73], [0.71, -3.19, -2.24], [1.78, -3.87, -2.71], [1.64, -4.74, -3.71], [0.43, -5.02, -4.26], [3.08, -3.69, -2.03], [-5.53, -6.18, -7.27], [-6.29, -4.95, -6.27], [-6.17, -6.64, -5.66], [-5.32, -5.27, -3.78], [-3.25, -4.65, -2.59], [-1.24, -5.01, -6.39], [-3.33, -5.74, -7.38], [-1.42, -2.93, -2.34], [0.99, -2.35, -1.60], [2.57, -5.20, -4.05], [0.36, -5.74, -5.07], [3.85, -4.19, -2.60], [2.97, -3.96, -0.99], [3.39, -2.64, -2.10], [1.27, 3.66, 5.07], [0.73, 2.32, 5.35], [0.04, 2.14, 6.47], [-0.43, 0.89, 6.78], [-0.37, -0.14, 5.86], [0.35, 0.10, 4.67], [0.96, 1.33, 4.47], [-1.09, -1.40, 6.20], [-2.44, -1.42, 6.55], [-2.96, -2.59, 7.07], [-2.26, -3.74, 7.06], [-0.95, -3.74, 6.73], [-0.36, -2.59, 6.25], [-2.92, -5.02, 7.43], [2.28, 3.56, 4.66], [1.32, 4.27, 5.96], [0.68, 4.11, 4.27], [-0.11, 2.99, 7.12], [-0.99, 0.73, 7.70], [0.46, -0.69, 3.94], [1.54, 1.55, 3.59], [-3.02, -0.52, 6.48], [-3.96, -2.73, 7.46], [-0.43, -4.68, 6.88], [0.72, -2.57, 6.15], [-2.92, -5.17, 8.50], [-2.43, -5.82, 6.87], [-3.94, -4.97, 7.07]], "mulliken_charge": [0.871, -0.750, -0.513, -0.562, -1.222, 0.209, -0.999, -0.140, -0.745, 0.024, 0.395, 0.116, 0.304, 0.253, 0.355, 0.421, 0.363, 0.437, 0.469, 0.047, 0.391, 0.385, -0.765, 0.107, -1.085, -0.020, -0.812, -0.017, 0.404, 0.077, 0.312, 0.429, 0.124, 0.113, 0.415, 0.392, 0.528, 0.457, 0.116, 0.338, -0.955, 0.034, -0.281, -0.768, 0.520, -0.636, -0.325, 0.763, -0.658, -0.414, 0.082, -0.456, -0.614, -0.989, 0.359, 0.390, 0.386, 0.490, 0.588, 0.556, 0.443, 0.669, 0.479, 0.515, 0.617, 0.303, 0.439, 0.399, -0.846, -0.029, -0.304, -0.758, 0.936, -0.831, -0.269, 1.140, -0.921, -0.328, 0.095, -0.340, -0.757, -0.695, 0.316, 0.380, 0.373, 0.487, 0.470, 0.491, 0.429, 0.574, 0.467, 0.409, 0.586, 0.283, 0.344, 0.230, -0.830, 0.496, -0.671, -0.422, 0.484, -0.126, -1.152, 0.316, -0.719, -0.234, 0.018, -0.421, -0.647, -0.924, 0.194, 0.435, 0.283, 0.549, 0.690, 0.761, 0.700, 0.571, 0.492, 0.484, 0.469, 0.336, 0.394, 0.385]}

=====

{"formula": "C44H67BIKN3O7P", "method": "the ωB97M-V functional and the def2-TZVPD basis", "total_charge": -2, "e_above_lowest_kj_mol": 207.8, "e_homo_ev": -0.58, "e_tot_ha": -3671.76531, "lumo_energy_ha": 0.1246, "spin_multiplicity": 1, "elements": ["K", "C", "C", "C", "P", "C", "C", "C", "C", "C", "C", "C", "C", "C", "C", "N", "C", "C", "C", "C", "C", "C", "C", "C", "C", "H", "H", "H", "H", "H", "H", "H", "H", "H", "H", "H", "H", "H", "H", "H", "H", "H", "H", "H", "H", "H", "H", "H", "H", "H", "H", "H", "H", "H", "H", "H", "O", "C", "C", "C", "C", "N", "C", "C", "C", "C", "C", "C", "O", "C", "C", "N", "H", "H", "H", "H", "H", "H", "H", "H", "H", "H", "H", "H", "O", "H", "H", "O", "H", "H", "I", "C", "C", "C", "O", "C", "H", "H", "H", "H", "H", "H", "H", "H", "C", "C", "C", "O", "B", "O", "C", "C", "C", "H", "H", "H", "H", "H", "H", "H", "H", "H", "H", "H", "H"], "positions_angstrom": [[0.25, 0.23, 0.76], [1.44, 4.14, 0.78], [-0.02, 4.58, 0.66], [-0.08, 5.90, -0.11], [-1.02, 3.13, -0.03], [-2.63, 3.37, 0.95], [-3.27, 4.75, 1.12], [-3.64, 2.38, 0.39], [-1.45, 3.58, -1.73], [-2.18, 4.71, -2.11], [-2.55, 4.96, -3.42], [-3.27, 6.23, -3.79], [-2.21, 4.02, -4.39], [-1.50, 2.89, -4.06], [-1.06, 2.64, -2.73], [-0.28, 1.61, -2.43], [-0.02, 0.62, -3.35], [-0.98, -0.38, -3.64], [-2.35, -0.34, -3.02], [-0.68, -1.39, -4.54], [0.54, -1.46, -5.18], [0.84, -2.54, -6.19], [1.49, -0.50, -4.88], [1.23, 0.52, -3.98], [2.30, 1.53, -3.71], [2.04, 4.93, 1.24], [1.85, 3.92, -0.20], [1.53, 3.25, 1.40], [-0.40, 4.74, 1.68], [0.13, 5.72, -1.17], [0.66, 6.59, 0.28], [-1.05, 6.37, -0.03], [-2.33, 3.03, 1.95], [-3.77, 5.06, 0.21], [-2.54, 5.50, 1.41], [-4.02, 4.69, 1.91], [-3.87, 2.63, -0.65], [-4.57, 2.40, 0.96], [-3.25, 1.36, 0.42], [-2.46, 5.42, -1.35], [-3.70, 6.72, -2.91], [-4.08, 6.04, -4.50], [-2.58, 6.94, -4.26], [-2.50, 4.19, -5.42], [-1.25, 2.17, -4.83], [-2.35, 0.33, -2.17], [-2.66, -1.34, -2.72], [-3.08, 0.04, -3.74], [-1.43, -2.14, -4.76], [0.08, -2.55, -6.98], [0.84, -3.52, -5.72], [1.81, -2.38, -6.66], [2.45, -0.52, -5.38], [2.85, 1.78, -4.62], [3.01, 1.13, -2.98], [1.86, 2.43, -3.29], [-2.24, -6.75, 4.37], [-0.93, -6.20, 4.23], [-1.00, -4.98, 3.35], [-0.55, -5.00, 2.02], [-0.61, -3.83, 1.29], [-1.09, -2.69, 1.75], [-1.53, -2.65, 3.03], [-1.50, -3.79, 3.85], [-1.98, -1.37, 3.53], [-3.04, -1.26, 4.44], [-3.43, -0.01, 4.89], [-4.63, 0.15, 5.77], [-5.66, -0.79, 5.50], [-2.69, 1.10, 4.46], [-1.66, 0.90, 3.56], [-1.33, -0.28, 3.06], [-2.21, -7.45, 5.03], [-0.27, -6.96, 3.77], [-0.53, -5.93, 5.21], [-0.13, -5.90, 1.60], [-0.23, -3.78, 0.28], [-1.81, -3.72, 4.88], [-3.57, -2.14, 4.76], [-5.03, 1.17, 5.67], [-4.37, 0.01, 6.83], [-5.64, -0.97, 4.56], [-2.93, 2.09, 4.81], [-1.07, 1.73, 3.21], [-3.11, -1.19, 0.27], [-2.54, -1.59, 0.93], [-2.60, -1.28, -0.55], [1.89, 1.15, -0.73], [1.19, 1.50, -1.32], [2.04, 0.26, -1.07], [0.92, 2.25, 5.66], [3.75, 0.07, 3.76], [2.56, -0.83, 4.11], [2.02, -1.26, 2.74], [2.66, -0.45, 1.76], [3.26, 0.64, 2.43], [4.66, -0.52, 3.61], [3.91, 0.84, 4.51], [1.82, -0.24, 4.64], [2.85, -1.68, 4.74], [0.94, -1.12, 2.69], [2.25, -2.30, 2.50], [2.53, 1.44, 2.62], [4.06, 1.03, 1.80], [3.78, -5.01, -1.07], [3.54, -3.52, -0.86], [4.50, -3.00, 0.22], [2.21, -3.31, -0.38], [1.67, -2.15, -0.94], [2.53, -1.70, -1.93], [3.58, -2.65, -2.15], [3.20, -3.45, -3.41], [4.89, -1.92, -2.40], [3.76, -5.52, -0.11], [4.75, -5.18, -1.54], [3.00, -5.45, -1.70], [4.32, -3.55, 1.14], [4.29, -1.95, 0.42], [5.54, -3.12, -0.06], [2.27, -3.98, -3.23], [3.98, -4.17, -3.68], [3.05, -2.75, -4.22], [5.09, -1.20, -1.61], [4.81, -1.38, -3.34], [5.72, -2.63, -2.47]], "mulliken_charge": [2.575, -1.658, 0.370, -1.595, 0.591, 0.857, -1.743, -1.536, 0.111, 0.290, 0.331, -1.782, -0.936, -1.114, -0.742, 1.203, 0.105, 1.626, -2.393, -0.966, 1.255, -1.958, -0.219, 0.810, -1.979, 0.565, 0.304, 0.223, 0.524, 0.233, 0.504, 0.262, -0.029, 0.365, 0.313, 0.466, 0.215, 0.512, 0.264, 0.006, 0.343, 0.374, 0.299, 0.332, 0.415, 0.003, 0.659, 0.369, 0.334, 0.499, 0.291, 0.343, 0.183, 0.594, 0.168, 0.091, -0.540, -1.052, 1.022, -1.169, -0.623, 0.133, 1.166, -0.783, -0.011, -1.100, 0.371, -0.623, -0.538, -1.456, -1.091, 0.885, 0.313, 0.339, 0.354, 0.389, 0.308, 0.563, 0.767, 0.335, 0.278, 0.347, 0.412, 0.967, -0.839, 0.179, 0.212, -0.558, -0.175, 0.072, -0.815, -0.767, -0.496, 1.174, 0.337, -0.004, 0.265, 0.412, -0.147, 0.464, -1.241, 0.111, -0.353, 0.401, -2.179, 1.834, -1.878, -1.067, 2.137, -2.426, 1.356, -1.705, -2.173, 0.493, 0.329, 0.348, 0.544, 0.112, 0.296, 0.333, 0.339, 0.400, 0.338, 0.494, 0.355]}